Density functional theory data (the ωB97M-V functional and the def2-TZVPD basis) for C31H32MgN2Si as an isolated structure at a distorted geometry.

Structure (XYZ):
```
67
Properties=species:S:1:pos:R:3:forces:R:3
Si -2.370979 0.441817 0.496828 0.941 -0.212 -0.144
C -2.883075 2.998043 -0.704376 0.383 0.288 0.083
N 0.468577 0.786651 -1.410602 0.279 -0.024 0.824
H 1.683149 1.158241 3.327289 -0.094 -0.118 -0.380
C -1.476378 4.413049 1.252794 -0.298 0.027 -0.031
Mg 0.732506 0.418714 0.789387 -1.473 -1.268 -0.675
C 0.953573 -1.595057 -1.405151 -0.124 0.332 -0.393
H -1.150038 2.724047 -3.639686 0.210 -0.113 -0.077
H -5.132306 0.954880 0.145345 0.117 -0.138 -0.215
H -3.914871 -2.041424 -3.634206 -0.137 0.097 0.160
H -6.849193 0.293186 -1.494173 0.160 -0.133 -0.072
H -1.838391 6.175965 0.038710 -0.087 -0.465 0.021
H -1.501677 2.592630 2.372750 0.380 -0.093 -0.373
H -4.001833 1.204590 5.155868 -0.069 -0.289 -0.116
N 1.099400 -1.477839 -0.053876 -0.397 0.183 -0.150
C 0.941803 -2.876213 -1.996789 0.022 -0.783 0.369
C -4.854522 0.301548 -0.685114 -0.212 -0.392 -0.612
H -0.266421 0.378809 3.459547 0.118 -0.090 -0.154
C -5.498321 -0.923166 -2.668555 0.304 0.010 -0.070
C 0.976441 -4.021634 -1.192381 0.090 0.648 -0.620
H 1.173887 3.378589 2.273480 -0.166 -0.179 -0.148
C -4.184953 -1.389350 -2.804155 0.000 -0.001 0.195
H 3.040367 2.156020 3.372047 0.306 0.313 -0.320
C -0.076395 1.868894 -1.997212 -0.508 -0.065 -0.804
H -6.256607 -1.213357 -3.398429 0.220 0.079 0.213
C -5.832396 -0.079418 -1.609254 0.197 0.058 0.178
H -3.197871 4.917652 -1.642704 0.147 -0.147 0.190
C 1.080614 -2.581775 0.710212 0.122 -0.577 -0.230
C 0.006330 -0.322469 2.653140 0.728 0.130 0.658
C -2.363968 2.294832 0.398688 -0.441 0.734 0.304
C 0.594853 -0.365208 -2.139470 0.045 -0.885 -0.004
H 0.877245 -2.981847 -3.076473 -0.019 -0.013 0.272
H 0.297314 -1.345169 -4.035819 -0.161 0.367 -0.017
C -3.206579 -1.033092 -1.869229 -0.593 0.461 0.147
H 1.015971 -4.699507 0.895370 -0.015 0.055 -0.326
C 1.750449 2.645585 1.706199 0.510 0.678 0.357
H -3.866667 -2.923762 3.863374 0.050 0.362 -0.054
H 1.009632 -0.737241 2.923777 -0.490 0.028 0.335
H 1.060392 -2.411585 1.786136 0.178 -0.088 -0.315
C 2.391576 1.646226 2.662184 -0.087 0.001 0.588
H -0.151162 2.766503 -1.386732 0.003 -0.135 -0.061
H -2.964456 -2.190440 1.661854 -0.105 0.158 0.167
C 0.164806 -0.418284 -3.482476 -0.160 0.702 0.090
H -0.829172 0.668671 -5.060181 0.044 -0.108 0.089
C -3.809855 0.446828 4.394835 -0.049 -0.112 -0.283
H -0.714992 -1.143792 2.737670 0.229 0.145 -0.361
C -2.745436 4.385335 -0.804212 0.187 0.102 0.203
H 3.003178 0.900447 2.156300 0.062 -0.186 -0.033
H 1.067724 2.279764 0.918131 0.247 0.615 0.172
C 1.030196 -3.871160 0.190980 -0.006 0.779 0.872
C -2.006116 5.098736 0.152343 0.108 -0.220 -0.172
H -3.382578 2.446964 -1.496658 0.008 0.116 0.090
C -3.372073 0.860265 3.132290 -0.078 -0.628 0.350
C -3.050568 -0.076241 2.140632 -0.448 -0.215 0.418
H -4.384247 -1.227712 5.630978 0.175 0.057 -0.368
C -0.456016 0.697216 -4.041797 0.305 -1.213 -0.280
C -3.532384 -0.157575 -0.818178 -0.524 -0.325 -0.288
C -4.007615 -0.911627 4.653232 0.125 0.085 -0.033
H 0.946108 -5.029180 -1.602617 0.008 0.321 -0.197
C -3.716362 -1.859298 3.661806 0.013 0.143 -0.144
C -1.761056 3.054318 1.420379 0.434 0.473 -0.221
C -3.226573 -1.446954 2.418011 -0.198 0.316 0.531
H -3.277746 1.918912 2.928265 -0.094 -0.099 0.082
H 2.546305 3.212074 1.213671 -0.227 -0.129 -0.286
C -0.613412 1.850259 -3.284704 0.459 0.649 1.390
H -0.850778 4.935836 1.989654 -0.511 -0.143 -0.232
H -2.192126 -1.419758 -1.944808 -0.142 0.077 -0.090
```
Forces are in eV/Å.

Output
Total energy (hartree): -1799.52228
Orbital gap (spin up / spin down) (Eh): 0.2249 / 0.1471
Highest occupied orbital energy (spin up / spin down) (eV): -6.072 / -4.748
Multiplicity: 1